194
Properties=species:S:1:pos:R:3:forces:R:3 method="wB97M-V/def2-TZVPD" charge=+1 e_lumo_ev=-1.9 orbital_gap_ev=10.2 e_tot_ev=-279085.6089
Sn 3.170 -1.703 0.870 0.6 0.3 0.1
As 0.621 -0.193 -1.565 -1.4 1.1 -1.6
F 1.457 -0.908 -0.132 0.1 0.0 0.3
F 2.112 -0.202 -2.387 0.9 -0.5 -0.3
F -0.188 0.348 -2.998 0.0 0.1 0.2
F -0.808 -0.178 -0.630 -0.3 -0.1 0.4
F 0.984 1.383 -1.091 0.3 0.7 0.8
F 0.281 -1.796 -2.033 0.1 -1.1 -0.2
C -3.217 -2.393 -2.762 -1.5 0.3 -1.0
O -4.574 -1.944 -3.279 1.5 -0.4 0.1
C -5.667 -2.217 -2.549 2.0 -0.2 -0.4
O -5.694 -2.977 -1.623 -0.4 -0.3 0.5
O -6.642 -1.503 -3.054 -0.2 0.5 -0.4
C -7.934 -1.760 -2.577 -1.5 -1.5 0.9
H -3.256 -3.457 -2.534 0.2 0.0 -0.4
H -3.080 -1.900 -1.829 0.3 0.6 0.7
H -2.462 -2.076 -3.527 -0.9 -0.4 0.7
H -8.525 -0.869 -2.727 0.0 0.3 0.2
H -7.941 -2.114 -1.500 0.1 0.6 -1.3
H -8.427 -2.554 -3.189 0.5 0.4 0.4
C -2.332 1.939 1.635 0.8 0.4 0.1
O -2.386 2.512 2.987 -0.2 0.0 -0.1
C -1.498 2.168 3.916 1.4 0.2 -1.2
O -0.565 1.421 3.721 -0.2 -0.3 0.1
O -1.676 2.866 5.017 -0.9 -0.3 0.4
C -0.991 2.502 6.243 0.0 1.0 -0.6
H -1.842 2.602 0.869 0.5 -0.8 1.2
H -3.331 2.019 1.318 -1.6 -0.2 -0.2
H -2.039 0.874 1.627 0.3 0.8 0.1
H -0.030 3.018 6.261 -0.1 0.1 0.1
H -0.830 1.456 6.403 -0.1 -0.8 -0.5
H -1.682 2.859 6.990 0.2 0.2 0.4
C -2.850 2.029 -6.778 -0.7 -0.2 -1.0
O -3.248 0.663 -6.713 -0.7 -1.7 1.4
C -2.357 -0.166 -6.131 -1.4 -1.0 -2.0
O -1.265 0.195 -5.827 0.5 -0.6 0.9
O -2.790 -1.501 -6.125 2.3 2.3 1.3
C -4.020 -1.887 -6.626 -2.2 0.5 -2.3
H -3.731 2.491 -7.231 0.4 0.3 0.1
H -2.029 1.996 -7.463 0.7 0.9 -0.2
H -2.616 2.485 -5.824 0.2 -0.2 0.1
H -4.890 -1.342 -6.199 0.6 -0.8 0.7
H -4.082 -3.014 -6.567 0.0 1.5 0.0
H -4.148 -1.503 -7.693 0.5 -1.0 0.8
C 1.553 8.037 4.271 -2.5 -0.6 0.0
O 0.470 7.986 3.278 0.0 -0.7 -0.5
C 0.862 7.576 2.069 -2.5 -0.7 -0.4
O 1.974 7.522 1.695 2.6 0.0 -0.6
O -0.193 7.154 1.278 0.5 0.7 0.9
C 0.208 6.611 0.015 2.4 0.4 0.0
H 1.017 7.798 5.188 0.3 0.0 0.1
H 1.858 9.028 4.268 1.0 1.7 0.2
H 2.349 7.354 4.105 0.5 -0.6 -0.5
H 1.070 5.929 0.116 -0.2 0.2 0.4
H 0.589 7.381 -0.684 -0.6 -0.1 0.4
H -0.539 6.014 -0.427 -1.5 -0.2 -0.2
C -3.465 -3.471 2.853 1.9 0.3 -1.5
O -4.266 -4.320 2.072 -1.0 -0.5 1.1
C -3.988 -4.572 0.801 -1.8 -0.5 0.9
O -3.181 -4.043 0.129 2.4 1.3 -1.1
O -4.834 -5.497 0.371 0.0 -0.1 0.3
C -4.642 -5.846 -0.994 -1.0 -1.2 -0.4
H -3.146 -3.897 3.775 -0.4 -0.8 0.8
H -3.828 -2.486 3.010 -1.2 0.7 0.2
H -2.550 -3.279 2.306 0.5 0.0 -0.3
H -5.613 -6.225 -1.345 0.3 -0.3 0.4
H -3.866 -6.629 -1.086 -0.3 0.6 -0.1
H -4.514 -4.987 -1.612 0.7 0.6 -0.2
C -2.513 5.332 1.808 0.3 1.1 0.1
O -2.296 5.870 3.174 -0.9 -0.7 -0.4
C -1.157 5.574 3.719 2.3 0.6 2.2
O -0.160 5.099 3.213 -1.0 -0.5 -0.1
O -1.017 5.927 5.071 -0.1 -0.7 -2.5
C -1.859 6.903 5.640 0.6 0.3 -0.5
H -2.612 6.240 1.180 0.3 -0.7 0.2
H -3.472 4.791 1.759 0.6 0.0 0.5
H -1.610 4.733 1.586 -0.8 0.3 -0.3
H -2.327 7.533 4.912 -0.6 0.1 -0.5
H -1.211 7.554 6.184 0.4 0.4 0.7
H -2.533 6.409 6.278 -1.1 -0.3 0.8
C 5.733 1.961 -1.267 0.6 1.2 1.6
O 6.656 1.029 -0.672 0.4 -0.3 -0.1
C 6.184 -0.117 -0.291 0.7 -1.3 0.1
O 4.997 -0.424 -0.242 1.0 -0.1 0.2
O 7.251 -0.935 0.020 -1.8 2.7 -0.2
C 6.929 -2.202 0.494 0.5 -0.4 0.5
H 6.141 2.941 -0.879 -0.7 -0.9 -0.9
H 4.762 1.770 -0.810 -0.1 0.2 -0.6
H 5.808 1.849 -2.339 -0.3 0.1 -0.2
H 6.046 -2.277 1.102 -0.5 0.3 0.3
H 7.776 -2.500 1.090 0.2 -0.3 0.1
H 6.820 -2.789 -0.371 -0.2 -1.4 -0.9
C -1.677 -4.296 6.521 0.6 -0.4 0.3
O -3.018 -3.804 6.629 0.2 -1.2 1.3
C -3.310 -2.548 6.495 0.8 2.9 -1.5
O -2.529 -1.586 6.405 -1.0 -2.0 0.5
O -4.632 -2.445 6.286 0.5 1.0 -0.4
C -5.029 -1.100 5.848 -2.6 -1.6 1.8
H -1.447 -4.142 5.492 0.9 0.1 -0.8
H -1.766 -5.377 6.676 -0.1 0.3 0.1
H -0.833 -3.925 7.180 -1.5 0.2 -0.5
H -5.097 -0.477 6.730 0.0 0.2 0.1
H -6.049 -1.229 5.424 0.8 0.0 0.3
H -4.403 -0.658 5.160 1.6 0.5 -1.5
O -2.388 5.150 -2.073 -0.3 1.8 0.6
S -2.009 3.822 -2.320 1.5 -1.7 -1.0
O -1.277 3.050 -1.343 -1.0 0.2 0.6
O -3.368 3.121 -2.762 1.7 -1.2 0.2
C -3.213 1.645 -3.039 -2.3 0.7 2.2
C -4.659 1.251 -3.364 2.0 -1.2 -2.7
C -0.878 3.666 -3.707 -1.6 1.3 -1.2
H -2.754 1.129 -2.182 -0.4 0.4 0.0
H -2.550 1.503 -3.830 0.9 -0.1 -1.6
H -4.865 1.896 -4.258 -0.6 -0.4 0.9
H -5.384 1.315 -2.567 0.0 0.1 0.1
H -4.562 0.201 -3.812 -0.6 1.3 0.9
H -1.329 4.137 -4.647 0.8 -0.6 1.3
H -0.745 2.602 -3.831 0.4 -0.1 -0.1
H 0.041 4.194 -3.415 -0.4 -0.3 -0.1
O 3.482 -2.733 -1.329 0.3 -0.4 -0.7
S 4.225 -2.851 -2.602 0.0 1.8 1.3
O 5.170 -1.845 -2.901 0.9 0.7 0.0
O 5.045 -4.164 -2.578 -0.4 -0.7 -0.3
C 4.544 -5.316 -1.815 0.0 -0.5 -0.4
C 5.703 -6.058 -1.154 -2.6 -1.0 -1.0
C 3.073 -2.788 -3.892 -0.6 -1.1 -1.0
H 4.041 -6.018 -2.524 0.2 0.7 0.5
H 3.830 -4.895 -1.134 -0.3 -0.2 0.5
H 5.155 -6.782 -0.524 0.5 0.3 0.2
H 6.355 -5.444 -0.586 0.7 0.3 0.3
H 6.088 -6.666 -1.966 1.1 0.1 0.3
H 2.324 -3.541 -3.680 -0.4 -0.1 0.0
H 3.579 -3.099 -4.841 -0.3 0.7 0.8
H 2.596 -1.783 -3.894 0.6 -0.7 0.0
O 1.120 -1.568 2.430 -0.3 0.2 -2.0
S 1.339 -2.036 3.753 1.3 1.2 2.2
O 0.908 -3.340 4.130 -0.1 -0.2 0.1
O 2.943 -1.879 3.890 -0.3 -1.4 0.8
C 3.580 -2.579 5.095 -2.0 1.0 -0.5
C 4.514 -3.642 4.705 0.1 0.4 -1.5
C 0.774 -0.721 4.826 -0.4 -0.4 -0.8
H 2.781 -3.069 5.643 -0.3 0.3 0.1
H 3.931 -1.725 5.636 0.6 0.1 0.5
H 4.850 -4.102 5.594 0.5 -0.6 1.0
H 5.374 -3.212 4.180 -0.1 -0.5 -0.2
H 3.934 -4.379 4.131 0.6 0.1 -0.1
H -0.331 -0.654 4.659 1.1 0.1 0.2
H 1.319 0.178 4.460 -0.6 -0.6 0.4
H 0.989 -0.962 5.860 0.1 -0.1 0.1
O 2.927 0.937 1.301 0.6 -0.2 1.0
S 3.098 2.119 2.132 0.4 0.9 1.0
O 3.312 2.094 3.585 -0.4 -0.6 -2.3
O 4.368 2.841 1.446 0.1 0.4 0.7
C 5.110 3.944 2.172 -0.1 0.1 0.2
C 4.276 5.250 2.132 -0.8 -1.1 1.0
C 1.715 3.127 1.682 -1.3 -1.1 0.5
H 6.084 4.123 1.619 -1.3 -0.7 0.5
H 5.317 3.527 3.193 -0.1 0.6 -0.9
H 3.753 5.286 1.204 0.0 0.2 -1.1
H 4.865 6.158 2.219 0.1 -0.1 0.2
H 3.401 5.250 2.836 1.1 0.0 -0.1
H 1.397 3.879 2.421 0.7 0.0 -0.5
H 0.828 2.453 1.534 0.9 0.2 0.4
H 1.960 3.409 0.681 0.1 0.9 -0.5
O 2.536 -4.262 1.313 -0.5 0.9 -0.8
S 1.364 -4.909 0.723 1.2 -0.5 0.7
O 1.520 -5.604 -0.525 -0.2 0.3 0.4
O 1.109 -5.945 1.893 -1.3 -0.5 -1.6
C 0.139 -7.056 1.625 0.6 -0.8 0.3
C -0.636 -7.139 2.912 -2.1 -0.5 -0.9
C 0.036 -3.748 0.481 -1.7 -0.7 0.4
H 0.692 -8.018 1.354 -0.4 1.5 0.5
H -0.567 -6.884 0.800 0.6 0.6 0.0
H -0.829 -6.129 3.288 0.0 -0.2 0.0
H -0.179 -7.739 3.666 0.4 -0.3 0.5
H -1.634 -7.613 2.637 1.1 0.5 0.7
H -0.390 -3.196 1.348 0.9 -0.6 -0.3
H -0.831 -4.281 0.002 0.9 0.3 0.4
H 0.401 -3.041 -0.247 0.3 0.1 -0.3
O 2.383 3.508 -7.547 0.3 0.4 -0.5
S 1.207 2.843 -7.097 1.5 -1.4 0.8
O 0.065 3.550 -6.705 -1.7 1.4 0.8
O 0.674 1.843 -8.158 -0.5 0.5 0.1
C 1.573 1.277 -9.087 1.0 -1.4 -0.3
C 1.513 -0.249 -8.837 0.2 0.1 0.0
C 1.714 1.768 -5.775 0.2 1.2 0.5
H 2.570 1.814 -9.072 -1.1 -0.9 0.1
H 1.071 1.439 -10.009 0.1 0.3 -1.1
H 0.461 -0.565 -8.904 0.3 0.2 0.3
H 1.936 -0.538 -7.871 -0.3 0.2 0.1
H 2.033 -0.865 -9.563 0.3 0.3 -0.4
H 2.233 2.507 -5.098 -0.7 -1.0 -0.3
H 2.451 1.048 -6.121 0.0 0.0 -0.1
H 0.822 1.283 -5.356 0.4 0.2 0.1